i:
The following is a DFT calculation (ωB97M-V/def2-TZVPD) of a cluster of 2 separate species, C10H16 in total.

The HOMO energy (spin up / spin down) is 1.0 / -3.7 eV. Its total charge is -1. As for the spin multiplicity: 2.

Positions of all 26 atoms, in Å:
C: 1.0972 -2.3770 1.4704
C: -0.1940 -2.7698 2.2280
C: 1.5469 -0.9514 1.7946
H: 1.9199 -3.0743 1.5907
H: 0.8411 -2.3441 0.4132
H: -0.4992 -2.0590 2.9921
H: 0.7823 -0.2183 1.5324
H: -0.0666 -3.7665 2.6593
H: -1.0032 -2.8406 1.4929
H: 1.8494 -0.7578 2.8257
H: 2.4513 -0.6990 1.2253
C: -2.5581 0.5094 -1.5930
C: 0.7906 2.0355 -2.4026
C: 1.3943 2.1730 -1.1220
C: -0.4375 1.4579 -2.5473
C: -1.2189 1.1257 -1.4028
C: 0.5441 2.0227 -0.0102
C: -0.7562 1.5747 -0.1549
H: 1.3503 2.3496 -3.2744
H: 2.4489 2.4034 -1.0736
H: -0.9435 1.3984 -3.5123
H: 0.8509 2.3166 0.9915
H: -3.0835 0.4804 -0.6365
H: -2.5686 -0.5528 -1.8788
H: -1.3685 1.5259 0.7433
H: -3.1694 1.0375 -2.3508

---

ii:
The following is a DFT calculation (ωB97M-V/def2-TZVPD) of a cluster of 2 separate species, C10H16 in total.

The HOMO energy (spin up / spin down) is 0.7 / -3.4 eV. Its total charge is -1. As for the spin multiplicity: 2.

Positions of all 26 atoms, in Å:
C: -1.6589 -1.6665 -2.0262
C: 1.2700 0.6929 -1.4984
C: 1.9991 0.0982 -0.4710
C: 0.0992 0.1668 -2.0147
C: -0.4748 -1.0172 -1.4043
C: 1.4194 -1.0566 0.1728
C: 0.2353 -1.5825 -0.3500
H: 1.6962 1.5808 -1.9545
H: 2.9469 0.5106 -0.1454
H: -0.4905 0.7922 -2.6732
H: 1.7630 -1.6952 0.9740
H: -2.4203 -0.9642 -2.3845
H: -2.2487 -2.2133 -1.2712
H: -0.0975 -2.5857 -0.0968
H: -1.5237 -2.4084 -2.8263
C: -0.8670 1.8089 2.0048
C: 0.3086 1.4906 2.9468
C: -1.5366 0.5489 1.4610
H: -1.5819 2.4357 2.5392
H: -0.5109 2.3992 1.1603
H: -0.0221 0.7191 3.6470
H: -1.5067 -0.2630 2.1941
H: -2.6310 0.6805 1.3895
H: 0.6325 2.4453 3.3794
H: 1.1569 1.0944 2.3871
H: -1.1718 0.1943 0.5038

---

Sorted by energy, starting with the most stable: i, ii.

---

i:
The following is a DFT calculation (ωB97M-V/def2-TZVPD) of a structure of composition C4H3N3.

The HOMO energy is -9.3 eV.

Positions of all 10 atoms, in Å:
N: -2.1250 1.8569 -0.3060
C: -1.1930 1.1411 -0.2666
C: 0.5624 1.7077 0.2047
N: 1.2634 0.8553 0.6418
C: 1.3112 -0.5254 0.5659
C: 0.2351 -1.0114 -0.0712
N: -0.7490 -0.1813 -0.6085
H: 2.1503 -1.0579 0.9909
H: 0.0889 -2.0815 -0.2060
H: -1.5624 -0.6670 -0.9503

---

ii:
The following is a DFT calculation (ωB97M-V/def2-TZVPD) of an isolated molecule of C4H3N3.

The HOMO energy is -10.7 eV. As for the structure (SMILES): N#CC1=NN=CC1.

Positions of all 10 atoms, in Å:
N: 3.2086 -0.8191 0.3255
C: 2.1416 -0.3513 0.2156
C: 0.7612 -0.0256 -0.0385
N: 0.6432 1.1656 -0.5535
N: -0.7429 1.5073 -0.7912
C: -1.4258 0.4624 -0.4649
C: -0.5592 -0.5449 0.3442
H: -2.5662 0.5244 -0.5234
H: -0.6966 -0.3199 1.4837
H: -0.7641 -1.5988 0.0025

---

iii:
The following is a DFT calculation (ωB97M-V/def2-TZVPD) of an isolated molecule of C4H3N3.

The HOMO energy is -9.7 eV. As for the structure (SMILES): N#Cc1ncc[nH]1.

Positions of all 10 atoms, in Å:
N: -1.9996 -1.8126 2.0512
C: -1.3079 -1.1543 1.3973
C: -0.4057 -0.3555 0.6151
N: 0.6554 0.2329 1.0992
C: 1.2899 0.7819 0.0082
C: 0.6246 0.4709 -1.1367
N: -0.4858 -0.2527 -0.7583
H: 2.1590 1.4110 0.1214
H: 0.8140 0.6536 -2.1854
H: -1.3438 0.0248 -1.2119

---

Sorted by energy, starting with the most stable: iii, ii, i.

---

i:
The following is a DFT calculation (ωB97M-V/def2-TZVPD) of a structure of composition C4H3N3.

The HOMO energy is -9.3 eV.

Positions of all 10 atoms, in Å:
N: 2.7838 0.2605 0.3910
C: 1.6530 0.1121 0.1090
C: 0.8407 -1.5976 -0.1678
N: -0.3216 -1.6204 0.0762
C: -1.3475 -0.6933 0.1034
C: -0.8822 0.5515 -0.0811
N: 0.4702 0.8077 -0.3123
H: -2.3652 -1.0219 0.2599
H: -1.5432 1.4158 -0.0668
H: 0.7118 1.7857 -0.3114

---

ii:
The following is a DFT calculation (ωB97M-V/def2-TZVPD) of a cluster of 2 separate species, C4H3N3 in total.

The HOMO energy is -8.8 eV.

Positions of all 10 atoms, in Å:
C: 0.2704 -0.9647 -1.3127
C: 0.1172 -1.3139 1.1480
C: -0.0426 1.2697 0.0670
C: 0.7460 -0.9416 0.0144
N: -0.2673 -0.9959 -2.3240
N: -0.5207 -1.4295 2.1122
N: -1.1015 1.8661 0.0873
H: 1.7250 -0.4451 0.1523
H: 1.0590 1.4403 0.1432
H: -1.9854 1.5148 -0.0878

---

Sorted by energy, starting with the most stable: i, ii.